# 1
Formula: C48H72BFNO28PS
Source: OMol25
Level of theory: wB97M-V/def2-TZVPD

Last column: Mulliken charge in e.
Cartesian coordinates (Å):
C 5.344070 -0.046335 -2.166884  -0.796
C 3.870399 0.039422 -2.789876  -0.530
P 3.124129 -1.671057 -3.107569  0.030
C 4.381040 -3.032620 -2.776532  -0.927
C 1.703404 -1.811993 -1.875377  0.315
C 1.850115 -1.596602 -0.430819  -0.825
C 0.640719 -1.694840 0.393210  0.748
C 0.838144 -1.412922 1.928506  -1.267
C 0.876489 0.179372 2.085207  -0.054
F 0.000147 0.686014 1.073529  -0.359
C -0.688693 -1.999859 -0.164549  0.746
C -0.827843 -2.258345 -1.596968  0.028
C 0.395857 -2.155016 -2.426584  -1.350
N -2.052569 -2.569027 -2.305807  0.211
C -3.006855 -3.322259 -1.524818  -0.262
C -3.865827 -4.264757 -2.269094  0.454
O -3.754921 -4.425322 -3.687864  -0.567
C -4.808785 -3.666088 -4.278867  -0.114
O -5.247506 -4.034525 -5.327290  -0.543
C -5.361520 -2.397500 -3.539474  0.874
C -6.644962 -2.367093 -2.853186  -0.235
C -7.105988 -1.135268 -2.120106  -0.505
C -6.293607 0.085982 -2.062790  -0.688
C -4.996488 0.024407 -2.772369  -0.509
C -4.545995 -1.174585 -3.492918  -0.252
C -4.907296 -5.072589 -1.629272  -0.264
C -5.132400 -4.951165 -0.185098  -1.237
C -4.269615 -4.028030 0.567066  -0.042
B -4.544286 -3.924317 2.160612  0.694
O -5.132597 -2.724671 2.587517  -0.500
O -4.183604 -4.955772 3.066555  -0.543
C -3.237306 -3.222463 -0.085296  0.455
S -2.193750 -2.062073 0.854140  -0.353
H 5.300776 -0.521641 -1.147678  0.139
H 5.785959 0.986771 -2.109544  0.264
H 5.941732 -0.705905 -2.856260  0.258
H 3.999698 0.627557 -3.745227  0.408
H 3.218507 0.680531 -2.132988  0.307
H 5.167609 -3.043683 -3.573055  0.397
H 3.801596 -3.999791 -2.786945  0.326
H 4.794253 -2.897141 -1.742799  0.176
H 2.855178 -1.365193 0.007571  0.498
H 0.041556 -1.877220 2.558833  0.500
H 1.859497 -1.762189 2.239508  0.131
H 1.890770 0.582238 1.842211  0.234
H 0.546907 0.506787 3.102802  0.278
H 0.306057 -2.348642 -3.528048  0.172
H -1.762497 -3.217795 -3.051772  0.442
H -7.279844 -3.284133 -2.853009  0.416
H -8.095623 -1.161146 -1.604983  0.399
H -6.632792 0.976157 -1.487171  0.454
H -4.296186 0.891818 -2.780366  0.406
H -3.538662 -1.149233 -3.975490  0.293
H -5.558570 -5.773145 -2.213805  0.559
H -5.937052 -5.533550 0.328916  0.346
H -5.026208 -2.611748 3.549577  0.306
H -3.225309 -5.103216 2.944131  0.314
C 6.730655 -2.030835 5.019011  -0.622
O 6.552414 -0.623869 5.193679  -0.334
C 5.483717 -0.125045 4.564530  0.747
O 4.700608 -0.750638 3.894151  -0.532
O 5.432806 1.190465 4.807166  -0.270
C 4.329756 1.847664 4.187446  -0.643
H 7.623111 -2.320330 5.571200  0.226
H 5.879238 -2.579815 5.422543  0.282
H 6.879894 -2.272668 3.966165  0.299
H 3.385557 1.446204 4.559552  0.289
H 4.387576 1.754015 3.101859  0.297
H 4.381351 2.904538 4.445049  0.258
C -8.870499 -0.268798 -5.898845  -0.584
O -10.250178 0.013584 -6.116683  -0.312
C -10.963949 0.102570 -4.987820  0.775
O -10.541121 -0.042413 -3.866559  -0.532
O -12.231592 0.377341 -5.319562  -0.331
C -13.114362 0.499616 -4.205651  -0.613
H -8.385856 -0.319984 -6.872375  0.259
H -8.396412 0.527074 -5.322839  0.290
H -8.747582 -1.228145 -5.394894  0.257
H -12.804554 1.319771 -3.556801  0.288
H -13.161509 -0.436026 -3.647074  0.288
H -14.106652 0.721364 -4.595002  0.217
C -2.285954 6.705260 0.327317  -0.576
O -1.985146 5.956409 1.504967  -0.342
C -1.112289 4.958922 1.312348  0.804
O -0.591215 4.667768 0.267278  -0.575
O -0.917997 4.345706 2.485747  -0.407
C 0.002647 3.254568 2.425582  -0.565
H -2.998606 7.480710 0.603623  0.234
H -1.387046 7.183138 -0.065126  0.237
H -2.743575 6.066346 -0.428875  0.293
H 0.989192 3.604645 2.114379  0.288
H -0.359192 2.482767 1.755519  0.335
H 0.086957 2.834916 3.427627  0.379
C 1.050452 7.671859 2.620793  -0.302
O 1.447002 8.286264 1.394253  -0.226
C 2.000393 9.496224 1.539411  0.755
O 2.178178 10.072650 2.581361  -0.553
O 2.322293 9.952755 0.322921  -0.312
C 2.927846 11.245268 0.323874  -0.642
H 0.617843 6.702350 2.381614  -0.138
H 1.913092 7.515095 3.269889  0.281
H 0.293037 8.272406 3.125683  0.334
H 3.865377 11.230882 0.880883  0.289
H 2.246127 11.989510 0.737190  0.293
H 3.143020 11.508513 -0.710336  0.227
C 6.198633 -7.572853 1.136244  -0.632
O 5.119800 -6.944606 0.445678  -0.339
C 4.659089 -5.836280 1.039024  0.682
O 5.073620 -5.358474 2.064338  -0.538
O 3.658926 -5.352804 0.293984  -0.324
C 3.065643 -4.159969 0.809950  -0.658
H 6.485976 -8.454214 0.565281  0.226
H 7.057871 -6.903817 1.198227  0.294
H 5.885881 -7.890628 2.131654  0.288
H 3.800798 -3.355064 0.859078  0.278
H 2.627110 -4.342676 1.792756  0.420
H 2.273052 -3.863579 0.129865  0.318
C 8.439506 4.627988 -1.556445  -0.630
O 7.449905 5.507480 -1.024638  -0.323
C 6.193884 5.187707 -1.360475  0.796
O 5.861046 4.254940 -2.046315  -0.544
O 5.374224 6.084948 -0.801231  -0.264
C 3.988803 5.867421 -1.076234  -0.529
H 9.411616 4.984504 -1.219847  0.224
H 8.293480 3.613362 -1.183502  0.289
H 8.422496 4.643200 -2.646910  0.289
H 3.665127 4.902483 -0.684193  0.292
H 3.794197 5.932189 -2.147293  0.300
H 3.425770 6.652364 -0.573500  0.098
C -7.761907 -11.443124 -0.526825  -0.633
O -6.809240 -10.438906 -0.873531  -0.306
C -6.953165 -9.950207 -2.111552  0.777
O -7.789291 -10.283613 -2.910687  -0.537
O -6.004564 -9.025769 -2.304807  -0.278
C -6.037015 -8.413808 -3.594222  -0.692
H -7.547869 -11.761876 0.491982  0.219
H -8.775018 -11.040435 -0.559240  0.294
H -7.669650 -12.306044 -1.187394  0.291
H -6.981791 -7.890284 -3.748293  0.320
H -5.876301 -9.154982 -4.377664  0.382
H -5.228142 -7.685665 -3.636980  0.187
C 8.256702 4.111137 5.952448  -0.568
O 8.067172 5.516871 6.120069  -0.322
C 6.995612 6.004555 5.485767  0.789
O 6.220450 5.369258 4.817507  -0.526
O 6.934922 7.319768 5.722769  -0.332
C 5.830113 7.976999 5.101392  -0.625
H 9.150106 3.831180 6.508038  0.230
H 7.408635 3.556811 6.356330  0.256
H 8.410556 3.865952 4.900925  0.275
H 4.885691 7.576394 5.471831  0.279
H 5.888006 7.884831 4.016096  0.278
H 5.885229 9.032171 5.363036  0.266

Cartesian forces, eV/Å:
-0.903 -0.098 -0.315
1.472 0.580 0.793
-1.133 0.317 -1.287
-0.461 0.194 1.248
-0.917 -0.355 1.416
-2.863 -0.331 -1.384
0.510 -0.348 -0.459
0.331 1.053 -0.844
-0.193 -1.120 -0.641
0.510 -0.223 1.173
1.161 -0.386 -1.758
3.034 0.914 0.303
-0.060 0.214 1.724
0.761 -1.444 1.902
-2.156 -1.739 0.088
-0.597 -0.657 2.230
-1.168 1.911 1.293
-0.543 0.243 -0.199
0.350 0.190 0.498
-0.049 1.925 1.381
0.807 1.980 0.345
1.806 -0.388 -1.183
1.068 -2.966 -1.594
-1.030 -1.512 -0.145
-1.598 0.247 1.011
0.945 1.263 1.626
2.095 1.443 -1.610
-0.163 -0.427 -1.011
0.097 0.737 0.019
0.851 -1.478 0.203
0.372 1.610 -0.800
-0.482 -1.084 -1.699
0.129 -0.295 -0.546
0.224 0.519 -0.940
-0.302 -1.105 -0.002
-0.280 0.772 0.851
-0.475 -0.968 0.751
0.447 -0.854 -0.555
-0.728 0.090 0.812
0.607 0.994 -0.118
0.120 -0.403 -0.978
-1.225 -0.192 -0.352
0.659 0.409 -0.546
-1.042 0.031 -0.165
-0.810 -0.371 0.261
0.110 -0.132 -0.985
0.153 0.275 1.169
-0.383 0.720 -0.016
0.531 0.979 0.067
0.999 -0.046 -0.575
0.395 -0.854 -0.648
-0.787 -0.756 0.093
-1.118 -0.043 0.492
0.899 0.880 0.398
0.948 0.594 -0.572
-0.297 -0.163 -0.405
-0.672 -0.443 -0.020
0.129 -0.403 -0.007
-0.162 0.161 -0.078
0.133 0.073 0.099
0.086 0.110 0.082
0.062 -0.259 -0.002
-0.315 0.386 -0.134
-0.037 0.275 0.035
-0.016 0.056 -0.175
-0.179 0.002 0.055
0.067 -0.105 -0.124
-0.068 -0.124 0.074
0.269 -0.120 0.116
0.578 -0.113 -0.054
-0.305 0.081 0.270
0.033 -0.034 -0.068
-0.158 0.060 -0.342
0.178 -0.029 -0.010
-0.290 0.045 0.225
-0.268 0.022 -0.041
-0.092 -0.123 0.115
0.002 0.133 0.091
0.076 -0.154 0.035
0.128 0.108 0.048
0.169 -0.024 -0.211
-0.118 0.268 -0.285
0.112 -0.145 0.084
-0.118 -0.053 0.070
-0.043 0.089 0.165
-0.052 0.279 -0.027
0.189 -0.143 0.091
0.056 -0.146 0.227
-0.018 -0.162 -0.049
0.176 -0.002 0.005
-0.080 -0.033 -0.121
0.047 0.283 -0.066
-0.199 0.277 0.058
-0.133 -0.242 0.308
0.084 0.146 -0.094
-0.008 -0.050 -0.120
-0.016 -0.098 -0.160
-0.082 -0.153 0.136
0.172 0.348 -0.091
0.078 0.123 -0.223
-0.064 0.159 0.004
0.155 0.034 0.026
-0.143 0.024 0.093
0.095 -0.088 0.118
-0.114 -0.250 0.002
0.277 -0.225 0.111
-0.103 0.159 0.032
-0.089 -0.041 -0.153
-0.039 -0.080 -0.154
0.218 -0.147 0.112
-0.217 0.071 0.082
-0.206 0.122 -0.130
-0.116 0.017 0.127
0.057 0.164 -0.011
0.020 -0.115 0.153
0.197 0.040 0.029
0.149 -0.325 -0.108
0.310 -0.171 -0.097
-0.176 0.009 -0.011
-0.046 0.169 0.120
0.076 0.101 0.109
0.234 -0.129 -0.072
-0.424 0.040 -0.002
-0.189 0.166 0.101
-0.089 0.038 -0.142
-0.110 -0.115 0.074
0.068 -0.006 -0.163
0.053 -0.160 0.060
0.249 0.043 0.050
-0.211 -0.268 0.169
0.049 0.123 -0.145
0.101 0.039 0.075
0.125 0.050 0.130
-0.098 -0.116 0.131
0.062 0.237 -0.336
0.183 0.193 -0.068
0.061 -0.062 -0.154
-0.105 0.129 -0.060
-0.013 -0.180 -0.052
-0.168 0.024 0.052
0.034 -0.137 0.231
0.110 -0.378 0.017
-0.141 0.139 -0.077
0.157 0.117 0.128
0.026 0.049 0.066
0.060 -0.220 -0.001
-0.260 0.259 -0.144
-0.039 0.272 0.032
-0.014 0.041 -0.177
-0.172 0.007 0.052
0.070 -0.079 -0.125
-0.076 -0.129 0.081
0.202 -0.129 0.116

The net charge is 0. As for the SMILES: CCP(C)c1cc(CCF)c2c(c1)Nc1c(OC(=O)c3ccccc3)ccc(B(O)O)c1S2.COC(=O)OC.COC(=O)OC.COC(=O)OC.COC(=O)OC.COC(=O)OC.COC(=O)OC.COC(=O)OC.COC(=O)OC. As for the multiplicity: 1. Its gap between HOMO and LUMO is 8.0 eV.

=====

# 2
Formula: C5H5N5S
Source: OMol25
Level of theory: wB97M-V/def2-TZVPD

Last column: Mulliken charge in e.
Cartesian coordinates (Å):
C 2.150409 1.838643 0.176055  -0.236
C 2.660907 0.466716 0.175350  0.693
C 1.773923 -0.569264 -0.189144  0.446
C 0.260824 -0.091611 -0.242603  0.345
C -2.447337 -0.649668 0.203951  -0.875
N 0.859395 2.082750 0.060975  -0.770
N 3.840879 -0.077735 0.303363  -0.675
N 2.412516 -1.744632 -0.181558  -0.663
N -0.018590 1.135720 -0.089283  -0.152
N 3.633957 -1.319716 0.007293  0.352
S -0.904016 -1.360953 -0.535126  -0.066
H 2.828825 2.734099 0.086854  0.379
H -3.076327 -1.487971 0.222005  0.376
H -2.828444 0.198257 -0.259491  0.291
H -2.212477 -0.474124 1.226260  0.301
H 4.503997 -1.839008 -0.085586  0.251

Cartesian forces, eV/Å:
0.015 0.229 -0.384
-2.343 0.986 -0.849
-3.807 1.757 1.048
3.537 -2.977 -0.231
2.328 -1.190 0.368
3.595 2.054 0.187
1.573 1.047 -0.294
-0.406 0.626 -1.232
-2.617 -1.195 0.099
1.990 -0.909 0.850
-0.615 0.591 0.224
-0.790 -1.127 0.584
-1.267 -0.991 -0.358
-0.569 1.294 -1.015
0.207 0.530 0.819
-0.830 -0.724 0.184

The net charge is 0. As for the SMILES: CSc1nncc2n[nH]nc12. As for the multiplicity: 1. Its gap between HOMO and LUMO is 8.6 eV. Its energy above the lowest of the compared OMol25 structures with the same formula, charge and spin is 217.8 kJ/mol.

=====

# 3
Formula: C3H5N2O2
Source: OMol25
Level of theory: wB97M-V/def2-TZVPD

Last column: Mulliken charge in e.
Cartesian coordinates (Å):
C -0.774499 0.382810 -1.389578  -0.011
C 1.007044 -0.658426 -0.517335  -0.378
C -0.608431 0.437875 0.951327  0.138
N -1.263151 0.569428 -0.248244  -0.158
N 1.016514 -0.097533 0.780607  -0.150
O 0.647361 0.292810 -1.409032  -0.291
O -1.489815 -0.575121 0.809109  -0.323
H -1.468810 0.254612 -2.250018  0.397
H 0.708412 -1.623534 -0.655646  0.533
H -0.700340 1.033752 1.753858  0.580
H 1.261904 -0.769738 1.393761  0.276
H 1.663810 0.753066 0.781191  0.388

Cartesian forces, eV/Å:
1.296 -0.666 -2.504
0.536 2.463 -0.806
0.127 -3.237 -2.554
-0.856 3.251 1.373
-1.473 4.403 -2.793
-0.592 0.112 -1.350
0.066 -2.305 2.075
1.328 -0.035 0.322
-0.717 -2.579 -0.172
0.208 2.494 2.675
1.014 -2.608 3.402
-0.939 -1.294 0.332

The net charge is +1. As for the multiplicity: 1. Its gap between HOMO and LUMO (spin up / spin down) is 8.4 / 8.4 eV. Its energy above the lowest of the compared OMol25 structures with the same formula, charge and spin is 701.5 kJ/mol.

=====

# 4
Formula: C16H28NO2S3SiTc
Source: OMol25
Level of theory: wB97M-V/def2-TZVPD

Last column: Mulliken charge in e.
Cartesian coordinates (Å):
Tc 0.397576 0.175986 -0.010205  -0.508
O 0.091891 -0.794336 1.710360  -0.724
N -0.833329 -0.284868 2.563501  0.490
C -0.830206 -0.797389 3.814086  -0.384
C -1.731871 -0.353737 4.732475  -0.644
C -2.660131 0.625618 4.344818  -0.143
C -2.643736 1.108692 3.066858  -0.842
C -1.690650 0.651852 2.137561  0.808
S -1.575639 1.193818 0.500888  -0.340
H -0.078666 -1.552245 3.984377  0.437
H -1.713964 -0.763982 5.731267  0.413
H -3.384574 1.000936 5.055961  0.383
H -3.348407 1.856990 2.731211  0.405
C 5.623448 2.532665 -1.816211  -0.763
O 4.435301 2.247826 -1.061495  -0.282
C 3.381121 1.772949 -1.716256  0.368
S 3.338984 1.442935 -3.311107  -0.268
S 2.036950 1.668078 -0.560179  -0.204
H 6.334297 2.905637 -1.085865  0.234
H 5.415100 3.280416 -2.578249  0.344
H 5.991363 1.629036 -2.296898  0.342
C -2.084397 -2.186420 -0.945665  -1.488
Si -0.543394 -1.381299 -1.633028  1.518
C -1.066378 -0.566950 -3.275201  2.207
C -2.135355 0.490734 -2.954004  -2.005
C 0.088019 0.140621 -3.975835  -1.712
C -1.691612 -1.591234 -4.233980  -1.855
C 0.821580 -2.717301 -1.720074  2.000
C 0.481510 -3.853289 -2.689201  -1.929
C 0.979462 -3.323678 -0.314920  -1.906
C 2.170484 -2.099298 -2.118463  -1.515
H -2.443333 -2.964729 -1.627245  0.380
H -2.881086 -1.451743 -0.810806  0.357
H -1.895245 -2.647975 0.027026  0.354
H -1.759222 1.261293 -2.277819  0.281
H -3.035314 0.059186 -2.507745  0.339
H -2.434881 0.992092 -3.882698  0.507
H 0.590546 0.859243 -3.330103  0.174
H -0.290389 0.692397 -4.847167  0.476
H 0.846390 -0.556268 -4.339665  0.329
H -2.540927 -2.117880 -3.790022  0.358
H -0.975060 -2.337285 -4.575074  0.302
H -2.062381 -1.069488 -5.125568  0.491
H -0.473499 -4.330190 -2.450005  0.351
H 1.257993 -4.627644 -2.631781  0.473
H 0.439374 -3.517008 -3.724796  0.362
H 0.079277 -3.851621 0.009766  0.359
H 1.210286 -2.579219 0.450543  0.277
H 1.802438 -4.049347 -0.324485  0.490
H 2.174955 -1.729182 -3.144147  0.294
H 2.965666 -2.850711 -2.031847  0.492
H 2.455464 -1.254263 -1.480073  0.117

Cartesian forces, eV/Å:
0.049 -0.497 -0.007
-0.320 0.191 0.182
0.680 -0.386 -0.432
-0.081 -0.017 0.132
0.056 -0.060 -0.004
-0.094 0.033 0.083
-0.072 0.023 -0.110
-0.165 0.338 -0.062
0.347 -0.079 0.154
0.022 0.016 -0.001
-0.023 0.023 -0.015
0.020 -0.024 -0.022
0.028 0.007 0.020
-0.106 0.005 0.115
0.135 0.085 -0.080
0.072 -0.745 0.173
-0.010 0.019 0.033
-0.538 0.902 -0.041
0.011 0.009 0.007
-0.012 0.023 -0.023
0.000 -0.034 -0.005
-0.243 -0.190 0.263
0.207 0.451 -0.078
-0.166 -0.030 -0.095
-0.049 0.021 -0.053
0.012 0.010 -0.185
-0.089 0.087 -0.083
0.171 -0.028 0.009
0.083 -0.098 0.007
0.014 -0.121 -0.033
0.011 -0.064 -0.021
-0.009 0.018 0.075
0.027 -0.048 -0.028
-0.025 0.017 -0.043
0.037 -0.004 -0.037
0.050 0.004 -0.011
-0.009 -0.036 0.037
0.000 0.008 0.069
0.023 -0.046 0.030
-0.025 0.014 0.023
0.035 0.037 0.003
0.011 0.022 0.000
-0.001 -0.028 0.033
0.025 0.042 0.000
-0.044 0.015 0.004
0.040 0.015 0.015
0.019 0.025 -0.027
0.022 0.034 -0.022
-0.045 0.014 0.000
-0.021 0.006 0.033
-0.029 0.025 -0.012
-0.033 0.000 0.031

The net charge is 0. As for the multiplicity: 1. Its gap between HOMO and LUMO (spin up / spin down) is 6.9 / 6.9 eV.

=====

Ordered DFT total energy results: -133280.818; -23548.794; -10252.406; -65211.653; unit eV.